Record 1
The following is a quantum chemistry calculation of the ion C7H11O2 with charge +1 at a distorted geometry, from the OMol25 dataset.

## Properties
frontier orbital gap (alpha / beta) = 5.473 / 10.109 eV
HOMO level (alpha / beta) = -0.3865 / -0.5589 Ha
2S+1 = 3
largest force on an atom = 6.01 eV Å⁻¹
charge = +1

Positions of all 20 atoms, in Å:
C1 1.10 -2.02 0.47
C2 -1.92 -0.16 -0.46
C3 1.94 -0.88 0.60
C4 1.64 0.15 -0.58
C5 0.27 0.67 -0.60
C6 -2.79 -1.30 0.00
C7 -0.10 1.82 0.35
O1 0.62 -3.07 0.35
O2 -0.61 -0.50 -0.39
H1 1.69 -0.56 1.62
H2 2.96 -1.33 0.47
H3 2.18 1.10 -0.38
H4 1.79 -0.22 -1.60
H5 -0.06 1.14 -1.60
H6 -2.26 -1.95 0.72
H7 -2.68 -1.90 -0.92
H8 -3.78 -1.02 0.36
H9 -1.21 2.08 0.25
H10 0.51 2.80 0.15
H11 0.02 1.78 1.48

Atom charges from the natural (NBO) analysis, given in e for atoms 1 to 4: 0.98 0.39 -0.60 -0.42

***

Record 2
The following is a quantum chemistry calculation of the molecule C7H11O3PSi at a distorted geometry, from the OMol25 dataset.

## Properties
frontier orbital gap = 8.620 eV
HOMO level = -0.3155 Ha
2S+1 = 1
largest force on an atom = 5.16 eV Å⁻¹
SMILES string = O=P(O)(O)C[SiH2]c1ccccc1

Positions of all 23 atoms, in Å:
O1 -0.43 2.27 0.74
P1 -0.27 2.46 -0.82
O2 1.44 2.51 -1.16
O3 -1.12 3.94 -1.24
C1 -1.08 1.07 -1.88
Si1 -1.89 -0.34 -0.79
C2 -0.42 -1.06 0.27
C3 -0.39 -0.74 1.88
C4 0.88 -1.31 2.75
C5 2.04 -2.17 1.93
C6 2.01 -2.50 0.32
C7 0.72 -1.92 -0.56
H1 1.98 2.38 -0.30
H2 -2.09 3.64 -1.27
H3 -1.88 1.49 -2.65
H4 -0.18 0.53 -2.44
H5 -2.41 -1.41 -1.65
H6 -2.99 0.14 0.04
H7 -1.30 -0.12 2.32
H8 0.92 -1.06 3.89
H9 2.95 -2.58 2.56
H10 2.90 -3.10 -0.20
H11 0.61 -2.11 -1.73

Atom charges from the natural (NBO) analysis, given in e for atoms 1 to 4: -1.08 2.21 -0.98 -0.95

***

Record 3
The following is a quantum chemistry calculation of a structure of composition C7H12 at a distorted geometry, from the OMol25 dataset.

## Properties
frontier orbital gap (alpha / beta) = 6.975 / 7.847 eV
HOMO level (alpha / beta) = -0.2695 / -0.2712 Ha
2S+1 = 1
largest force on an atom = 3.56 eV Å⁻¹
ΔE to the lowest compared entry with this formula, charge and spin = 949.3 kJ/mol

Positions of all 19 atoms, in Å:
C1 0.14 -0.86 -2.36
C2 0.72 1.39 -0.77
C3 0.03 1.23 0.47
C4 -1.29 0.36 0.67
C5 -0.71 -0.66 1.63
C6 0.67 -1.10 1.26
C7 0.55 0.06 1.97
H1 0.32 -0.33 -3.34
H2 -0.92 -0.67 -2.16
H3 0.24 -1.92 -2.62
H4 1.79 1.64 -0.76
H5 0.39 1.69 -1.76
H6 0.13 2.22 0.96
H7 -1.59 -0.10 -0.26
H8 -2.18 0.85 1.12
H9 -1.36 -1.25 2.32
H10 1.31 -1.92 1.53
H11 0.85 -0.99 -0.87
H12 0.90 0.37 2.96

Atom charges from the natural (NBO) analysis, given in e for atoms 1 to 4: -0.80 -0.32 -0.25 -0.42

***

Record 4
The following is a quantum chemistry calculation of a cluster of 2 separate species, C7H12 in total at a distorted geometry, from the OMol25 dataset.

## Properties
frontier orbital gap = 8.702 eV
HOMO level = -0.2862 Ha
2S+1 = 1
largest force on an atom = 4.35 eV Å⁻¹
ΔE to the lowest compared entry with this formula, charge and spin = 504.1 kJ/mol

Positions of all 19 atoms, in Å:
C1 -2.09 -0.25 0.72
C2 -1.24 -0.47 -0.51
C3 0.52 -0.12 -1.51
C4 1.17 1.10 -0.89
C5 1.37 0.83 0.61
C6 1.05 -0.65 0.74
C7 0.14 -1.03 -0.42
H1 -2.97 0.35 0.47
H2 -2.42 -1.26 1.01
H3 -1.51 0.17 1.54
H4 -1.91 -0.88 -1.27
H5 -0.95 0.68 -1.66
H6 2.12 0.97 -1.42
H7 0.89 2.15 -1.09
H8 2.38 1.12 0.91
H9 0.69 1.46 1.18
H10 0.63 -0.88 1.72
H11 1.98 -1.24 0.66
H12 0.14 -2.06 -0.77

Atom charges from the natural (NBO) analysis, given in e for atoms 1 to 4: -0.64 -0.20 -0.01 -0.53

***

Record 5
The following is a quantum chemistry calculation of a structure of composition C7H12, from the OMol25 dataset.

## Properties
frontier orbital gap = 9.829 eV
HOMO level = -0.3382 Ha
2S+1 = 1
largest force on an atom = 0.56 eV Å⁻¹
ΔE to the lowest compared entry with this formula, charge and spin = 492.9 kJ/mol

Positions of all 19 atoms, in Å:
C1 1.49 -1.35 0.92
C2 0.02 -1.10 0.62
C3 -0.43 0.36 1.03
C4 -1.35 0.86 -0.14
C5 -1.09 2.28 -0.61
C6 -0.85 -0.26 -0.93
C7 -0.33 -1.40 -0.93
H1 2.13 -0.65 0.37
H2 1.67 -1.20 2.00
H3 1.78 -2.37 0.65
H4 -0.60 -1.83 1.16
H5 -0.92 0.40 2.01
H6 0.46 1.01 1.06
H7 -2.41 0.72 0.11
H8 -0.03 2.43 -0.84
H9 -1.38 2.99 0.17
H10 -1.68 2.51 -1.51
H11 1.43 -1.56 -2.47
H12 2.10 -1.81 -2.66

Atom charges from the natural (NBO) analysis, given in e for atoms 1 to 4: -0.61 -0.16 -0.39 -0.30

***

Record 6
The following is a quantum chemistry calculation of the molecule C7H12 at a distorted geometry, from the OMol25 dataset.

## Properties
frontier orbital gap = 9.650 eV
HOMO level = -0.3155 Ha
2S+1 = 1
largest force on an atom = 2.59 eV Å⁻¹
SMILES string = C=C(C)C/C=C/C
ΔE to the lowest compared entry with this formula, charge and spin = 227.0 kJ/mol

Positions of all 19 atoms, in Å:
C1 2.35 0.36 0.20
C2 1.31 -0.72 0.11
C3 1.15 -1.63 1.09
C4 0.40 -0.72 -1.11
C5 -1.04 -0.43 -0.76
C6 -1.38 0.43 0.21
C7 -2.53 1.35 0.20
H1 3.27 0.23 0.75
H2 1.92 1.29 0.62
H3 2.54 0.84 -0.78
H4 1.18 -1.41 2.15
H5 0.43 -2.43 0.87
H6 0.82 -0.10 -1.93
H7 0.64 -1.67 -1.61
H8 -1.81 -0.64 -1.50
H9 -0.71 0.39 1.08
H10 -3.17 1.12 -0.65
H11 -3.16 1.38 1.09
H12 -2.20 2.37 -0.04

Atom charges from the natural (NBO) analysis, given in e for atoms 1 to 4: -0.67 0.06 -0.44 -0.49

***

Record 7
The following is a quantum chemistry calculation of the molecule C7H12 at a distorted geometry, from the OMol25 dataset.

## Properties
frontier orbital gap = 7.342 eV
HOMO level = -0.2706 Ha
2S+1 = 1
largest force on an atom = 2.43 eV Å⁻¹
SMILES string = C=C/C(=C/C)CC
ΔE to the lowest compared entry with this formula, charge and spin = 486.3 kJ/mol

Positions of all 19 atoms, in Å:
C1 1.93 -1.02 0.52
C2 0.55 -1.03 -0.16
C3 -0.26 0.21 -0.20
C4 -1.06 0.70 0.76
C5 -1.91 -0.15 1.63
C6 -0.01 1.23 -2.50
C7 0.29 1.22 -1.14
H1 2.54 -0.15 0.20
H2 1.79 -1.07 1.59
H3 2.50 -1.86 0.15
H4 0.78 -1.32 -1.18
H5 -0.08 -1.79 0.30
H6 -0.71 1.67 1.13
H7 -2.76 0.47 1.97
H8 -2.47 -0.94 1.15
H9 -1.52 -0.58 2.56
H10 -1.01 1.31 -2.93
H11 0.73 1.00 -3.26
H12 0.70 2.08 -0.60

Atom charges from the natural (NBO) analysis, given in e for atoms 1 to 4: -0.59 -0.44 -0.02 -0.17

***

Record 8
The following is a quantum chemistry calculation of the molecule C7H12 at a distorted geometry, from the OMol25 dataset.

## Properties
frontier orbital gap = 8.973 eV
HOMO level = -0.2986 Ha
2S+1 = 1
largest force on an atom = 5.95 eV Å⁻¹
SMILES string = C=C(/C=C/C)CC
ΔE to the lowest compared entry with this formula, charge and spin = 248.7 kJ/mol

Positions of all 19 atoms, in Å:
C1 1.22 -1.87 -1.99
C2 0.79 -0.50 -1.48
C3 -0.18 -0.35 -0.38
C4 -1.52 -0.77 -0.69
C5 -0.31 2.03 2.67
C6 -0.70 1.31 1.42
C7 0.05 0.33 0.86
H1 1.23 -1.86 -3.12
H2 0.51 -2.68 -1.58
H3 2.27 -2.20 -1.67
H4 1.51 0.26 -1.50
H5 0.07 -0.21 -2.34
H6 -1.72 -1.33 -1.61
H7 -2.21 -0.64 0.13
H8 -1.21 2.34 3.05
H9 0.16 1.35 3.32
H10 0.49 2.90 2.61
H11 -1.58 1.79 0.97
H12 1.10 0.10 1.34

Atom charges from the natural (NBO) analysis, given in e for atoms 1 to 4: -0.61 -0.46 -0.01 -0.42